Entry 1:
C4H6O2 | ωB97M-V/def2-TZVPD

Last column: Löwdin charge in e.
Geometry (Å):
O: -1.10880 1.99174 -0.47720  -0.067
C: -1.25904 1.01766 -1.33960  -0.025
C: 0.96363 -0.37492 -0.47865  -0.081
C: 1.23343 -1.36506 0.55992  -0.407
O: 1.75596 -2.40188 0.85371  0.122
C: 0.17031 -0.40302 0.87266  -0.081
H: -1.54505 1.85496 0.38512  0.104
H: -1.88960 0.22993 -0.83881  0.010
H: 1.60462 0.49486 -0.58200  0.117
H: 0.53512 -0.70521 -1.41944  0.099
H: -0.84463 -0.78609 0.95194  0.104
H: 0.38405 0.44704 1.51234  0.106

As for the total energy: -306.3017 a.u. As for the charge: 0. As for the gap between HOMO and LUMO: 9.3 eV.



Entry 2:
C4H6O2 | ωB97M-V/def2-TZVPD

Last column: Löwdin charge in e.
Geometry (Å):
O: 2.05924 0.59678 1.19916  0.082
C: 2.08959 0.20604 0.06298  -0.338
O: 1.07474 -0.37164 -0.59847  0.009
C: -0.11440 -0.53469 0.15394  -0.318
C: -1.38146 -0.46551 -0.62549  -0.084
C: -1.00577 0.64643 0.32410  -0.085
H: 2.96590 0.25911 -0.59943  0.145
H: -0.00686 -1.24941 0.96464  0.155
H: -1.29531 -0.27010 -1.69063  0.109
H: -2.18262 -1.14413 -0.34725  0.103
H: -0.66155 1.58233 -0.10697  0.113
H: -1.54150 0.74479 1.26342  0.107

As for the total energy: -306.4602 a.u. As for the charge: 0. As for the gap between HOMO and LUMO: 11.7 eV. The SMILES is O=COC1CC1.



Entry 3:
C4H6O2 | ωB97M-V/def2-TZVPD

Last column: Löwdin charge in e.
Geometry (Å):
O: -2.35910 0.36627 0.16008  0.060
C: -1.45569 -0.37931 -0.06514  -0.312
O: -0.60274 -0.28262 -1.59059  -0.037
C: 0.13394 0.47904 -0.83322  -0.340
C: 1.37500 0.09178 -0.16735  -0.087
C: 0.23343 -0.07390 0.85207  -0.058
H: -1.39854 -1.46483 -0.06769  0.151
H: -0.16235 1.52861 -0.70679  0.162
H: 1.80940 -0.84691 -0.50298  0.122
H: 2.10037 0.87425 0.04433  0.115
H: 0.24244 -1.04565 1.33649  0.111
H: 0.08384 0.75326 1.54079  0.114

As for the total energy: -306.3554 a.u. As for the charge: 0. As for the gap between HOMO and LUMO: 10.1 eV.



Entry 4:
C4H6O2 | ωB97M-V/def2-TZVPD

Last column: Löwdin charge in e.
Geometry (Å):
C: -1.12306 -0.11598 -0.64064  0.000
C: 0.31673 -0.39129 -0.58893  -0.256
C: 0.27176 1.07052 -0.55914  -0.187
O: 0.57559 1.25013 0.76174  -0.028
C: 0.85259 -0.30308 0.83592  -0.295
O: 0.21871 -0.95121 1.81719  0.062
H: -1.60536 -0.26060 -1.59573  0.074
H: -0.72301 -1.00536 1.50502  0.122
H: -1.76251 0.27410 0.11139  0.073
H: 0.73824 -1.03955 -1.35274  0.146
H: 0.31134 1.86832 -1.27181  0.129
H: 1.92899 -0.39602 0.97773  0.161

As for the total energy: -306.3730 a.u. As for the charge: 0. As for the gap between HOMO and LUMO: 9.1 eV.



Entry 5:
C4H6O2 | ωB97M-V/def2-TZVPD

Last column: Löwdin charge in e.
Geometry (Å):
O: 0.19630 -1.39828 -1.33682  0.053
C: 0.08525 -0.40562 -0.38914  -0.441
C: -1.03409 -0.14517 0.55765  -0.004
C: -0.48966 0.95417 -0.43465  -0.186
O: 0.69304 1.63225 -0.07776  -0.059
C: 1.24392 0.35806 0.32434  -0.074
H: -0.06178 -2.22475 -0.90989  0.107
H: -2.05302 -0.41955 0.30597  0.104
H: -0.80274 -0.33470 1.60940  0.101
H: -1.16801 1.47486 -1.10770  0.154
H: 1.10244 0.30713 1.40805  0.114
H: 2.28837 0.20159 0.05056  0.130

As for the total energy: -306.3810 a.u. As for the charge: 0. As for the gap between HOMO and LUMO: 10.1 eV.



Entry 6:
C4H6O2 | ωB97M-V/def2-TZVPD

Last column: Löwdin charge in e.
Geometry (Å):
O: -1.98561 -1.15372 -0.22829  -0.029
C: -1.22593 -0.04767 -0.63961  -0.195
C: 0.04277 0.11576 0.17852  -0.275
O: -0.17384 -0.09365 1.46933  0.118
C: 1.23432 0.51263 -0.39206  -0.239
C: 2.60450 0.38127 -0.07679  0.054
H: -2.21796 -1.02089 0.69914  0.092
H: -1.81108 0.88589 -0.61396  0.139
H: -0.94371 -0.23088 -1.67908  0.133
H: 1.03041 0.95737 -1.37798  0.089
H: 0.63243 0.10109 1.97826  0.140
H: 2.81369 -0.40721 0.68252  -0.028

As for the total energy: -306.3281 a.u. As for the charge: 0. As for the gap between HOMO and LUMO (alpha / beta): 7.2 / 7.2 eV.



Entry 7:
C4H6O2 | ωB97M-V/def2-TZVPD

Last column: Löwdin charge in e.
Geometry (Å):
C: -0.12867 -1.99764 -0.13873  -0.143
O: -1.06202 -1.32934 0.75573  -0.046
C: -0.57616 -0.11221 0.56056  0.001
C: 0.51293 -0.63053 -0.38077  -0.155
O: 0.87762 2.38316 -0.37403  -0.052
C: -0.13045 2.44688 0.29228  -0.226
H: -0.67186 -2.44930 -0.97165  0.120
H: 0.44990 -2.75291 0.39776  0.119
H: 0.47705 -0.21426 -1.39114  0.114
H: 1.52120 -0.48237 0.01749  0.118
H: -0.11543 2.51111 1.39534  0.075
H: -1.13909 2.49342 -0.16075  0.076

As for the total energy: -306.3349 a.u. As for the charge: 0. As for the gap between HOMO and LUMO: 9.8 eV.



Entry 8:
C4H6O2 | ωB97M-V/def2-TZVPD

Last column: Löwdin charge in e.
Geometry (Å):
C: 1.17670 -0.27703 -0.66407  -0.062
C: -0.26182 -0.00459 -0.23776  -0.304
C: -0.86443 -1.03396 0.70022  -0.231
O: -2.06136 -1.11823 0.84255  0.060
C: -0.44720 1.38533 0.35903  -0.215
O: 0.41976 2.22542 0.38468  0.068
H: 1.58105 0.55381 -1.25262  0.084
H: 1.82986 -0.38372 0.21305  0.089
H: 1.25477 -1.19755 -1.25420  0.083
H: -0.99327 -0.02342 -1.05440  0.156
H: -0.16362 -1.70934 1.23921  0.136
H: -1.47300 1.57975 0.73538  0.134

As for the total energy: -306.4670 a.u. As for the charge: 0. As for the gap between HOMO and LUMO: 10.5 eV. The SMILES is CC(C=O)C=O.



Entry 9:
C4H6O2 | ωB97M-V/def2-TZVPD

Last column: Löwdin charge in e.
Geometry (Å):
O: 0.73513 -1.71157 0.26769  0.027
C: -0.04196 -0.71305 -0.21008  -0.156
C: 0.63593 1.42009 0.12499  -0.016
C: 0.09651 0.87186 1.26844  -0.031
C: -1.10250 -0.76804 -1.11949  -0.359
O: -1.21079 -1.80576 -1.78229  -0.033
H: 1.00031 -2.34386 -0.43292  0.137
H: 0.24653 2.37621 -0.26342  0.088
H: 1.52468 1.06470 -0.35554  0.064
H: -0.66261 1.42920 1.84048  0.093
H: 0.56705 0.07570 1.82380  0.070
H: -1.78827 0.10450 -1.16167  0.117

As for the total energy: -306.2934 a.u. As for the charge: 0. As for the gap between HOMO and LUMO (alpha / beta): 7.3 / 7.3 eV.



Entry 10:
C4H6O2 | ωB97M-V/def2-TZVPD

Last column: Löwdin charge in e.
Geometry (Å):
O: 0.69915 1.94979 0.07610  0.139
C: 0.88497 0.82065 -0.19836  -0.215
C: 1.31598 -0.40136 -0.47394  -0.190
O: 2.60037 -0.60448 -0.95675  -0.017
H: 0.68170 -1.27205 -0.43073  0.101
H: 3.18025 0.05546 -0.55913  0.098
C: -1.37478 -0.22821 1.04894  -0.086
C: -1.76490 0.04002 -0.19612  -0.085
H: -1.16968 -1.24258 1.38164  0.062
H: -1.21144 0.56453 1.77487  0.065
H: -1.93951 1.06047 -0.52830  0.065
H: -1.90209 -0.74223 -0.93822  0.063

As for the total energy: -306.3909 a.u. As for the charge: 0. As for the gap between HOMO and LUMO: 8.9 eV. The SMILES is O=C=CO.C=C.



Entry 11:
C4H6O2 | ωB97M-V/def2-TZVPD

Last column: Löwdin charge in e.
Geometry (Å):
C: 0.14502 -1.14442 0.81263  -0.097
O: 1.16530 -0.93388 -0.19103  -0.077
C: 0.76951 0.42669 -0.33598  -0.226
C: -0.52535 0.62703 -1.15085  -0.098
O: -1.31614 0.73403 0.05543  -0.076
C: -0.19226 0.36119 0.84776  -0.226
H: 0.55805 -1.59265 1.72309  0.121
H: -0.68564 -1.74973 0.42911  0.128
H: 1.59948 1.12026 -0.48629  0.150
H: -0.60289 1.52525 -1.77324  0.121
H: -0.79170 -0.26501 -1.73050  0.128
H: -0.12337 0.89124 1.79987  0.150

As for the total energy: -306.4022 a.u. As for the charge: 0. As for the gap between HOMO and LUMO: 10.9 eV.



Entry 12:
C4H6O2 | ωB97M-V/def2-TZVPD

Last column: Löwdin charge in e.
Geometry (Å):
O: -1.89958 0.92202 -0.34579  -0.033
C: -1.29564 0.06115 -1.18880  -0.301
C: -0.01915 0.09495 -1.58425  -0.027
C: 0.44089 0.56954 1.20554  0.013
C: 0.97494 -0.75165 1.63431  -0.110
O: 1.70642 0.49501 1.43026  0.011
H: -1.97801 -0.71849 -1.52543  0.112
H: 0.64659 0.91433 -1.32664  0.056
H: 0.36788 -0.68916 -2.22471  0.052
H: -1.20051 1.29744 0.22802  0.036
H: 0.89237 -1.04559 2.67586  0.094
H: 1.19527 -1.51748 0.89666  0.096

As for the total energy: -306.3336 a.u. As for the charge: 0. As for the gap between HOMO and LUMO: 9.4 eV.



Entry 13:
C4H6O2 | ωB97M-V/def2-TZVPD

Last column: Löwdin charge in e.
Geometry (Å):
O: 2.39628 -0.19076 -0.20050  0.060
C: 1.29219 -0.48027 -0.81625  -0.019
C: -0.78070 -0.72752 0.83378  -0.096
C: -1.05013 0.26492 -0.30396  -0.167
C: 0.32231 0.67227 -0.76583  -0.457
O: 0.70595 1.78389 -1.08582  0.083
H: 2.39449 0.73018 0.15042  0.129
H: 0.06491 -1.37322 0.53253  0.053
H: -1.60777 -1.40851 1.02193  0.079
H: -0.52918 -0.20134 1.76177  0.089
H: -1.61740 1.14863 -0.00060  0.119
H: -1.59095 -0.21825 -1.12747  0.127

As for the total energy: -306.3850 a.u. As for the charge: 0. As for the gap between HOMO and LUMO: 8.8 eV.



Entry 14:
C4H6O2 | ωB97M-V/def2-TZVPD

Last column: Löwdin charge in e.
Geometry (Å):
C: 0.50098 1.69647 -0.04389  -0.032
C: 0.57015 0.19538 0.13322  -0.108
O: -0.37641 -0.60372 1.29910  -0.140
C: -0.73977 -1.52613 0.27084  -0.139
C: -0.07516 -0.73530 -0.83546  -0.377
O: -0.12622 -0.78178 -2.03778  0.109
H: 0.87238 1.95533 -1.04786  0.094
H: -0.53480 2.06435 -0.00171  0.094
H: 1.10801 2.24297 0.68050  0.075
H: 1.00080 -0.44138 0.98250  0.160
H: -1.82521 -1.51077 0.21979  0.132
H: -0.37475 -2.55543 0.38076  0.132

As for the total energy: -306.3642 a.u. As for the charge: 0. As for the gap between HOMO and LUMO: 10.1 eV. The SMILES is C[C@H]1OCC1=O.



Entry 15:
C4H6O2 | ωB97M-V/def2-TZVPD

Last column: Löwdin charge in e.
Geometry (Å):
C: -0.86738 -1.31544 0.38038  0.029
C: -0.78370 -0.02470 0.69530  -0.135
C: 0.08563 0.89046 -0.11026  -0.360
O: -0.22816 1.00937 -1.49290  -0.025
C: 1.51044 0.26735 -0.11036  -0.173
O: 1.73863 -0.90008 0.07493  0.061
H: -1.19247 -2.05320 1.10393  0.066
H: -0.51579 -1.69412 -0.57462  0.074
H: -1.13856 0.33382 1.65806  0.102
H: 0.13048 1.89584 0.33617  0.137
H: -1.14858 0.75390 -1.60260  0.096
H: 2.34642 0.95286 -0.32812  0.128

As for the total energy: -306.4303 a.u. As for the charge: 0. As for the gap between HOMO and LUMO: 10.5 eV. The SMILES is C=C[C@H](O)C=O.



Entry 16:
C4H6O2 | ωB97M-V/def2-TZVPD

Last column: Löwdin charge in e.
Geometry (Å):
O: 0.20312 -1.42291 -1.19671  0.048
C: 0.11736 -0.43464 -0.23623  -0.441
C: -1.13047 -0.09207 0.52970  0.005
C: -0.46477 0.93314 -0.34353  -0.212
O: 0.61608 1.53418 0.35932  -0.064
C: 1.32702 0.27270 0.35237  -0.081
H: -0.41494 -2.12357 -0.96216  0.103
H: -2.04861 -0.51357 0.12386  0.115
H: -1.10518 0.02330 1.61254  0.117
H: -0.87955 1.41852 -1.21904  0.155
H: 1.69653 -0.02110 1.34154  0.124
H: 2.14773 0.31955 -0.37181  0.131

As for the total energy: -306.4000 a.u. As for the charge: 0. As for the gap between HOMO and LUMO: 10.0 eV.



Entry 17:
C4H6O2 | ωB97M-V/def2-TZVPD

Last column: Löwdin charge in e.
Geometry (Å):
C: -1.90781 1.93081 0.92470  0.091
C: -1.32134 0.90664 0.68626  -0.007
C: -0.38118 -0.36652 0.29953  -0.415
O: -1.18489 -1.47461 0.08243  0.010
O: 0.45495 0.05340 -0.76305  -0.148
C: 1.75227 -0.44528 -0.67287  -0.139
H: -2.35876 2.86564 0.99290  0.007
H: 0.35134 -0.54461 1.23591  0.183
H: -1.92489 -1.30714 -0.52118  0.114
H: 2.35903 0.05448 -1.55015  0.121
H: 1.83810 -1.53045 -0.93060  0.098
H: 2.32317 -0.14235 0.21611  0.085

As for the total energy: -306.3701 a.u. As for the charge: 0. As for the gap between HOMO and LUMO: 11.2 eV. The SMILES is C#C[C@@H](O)OC.



Entry 18:
C4H6O2 | ωB97M-V/def2-TZVPD

Last column: Löwdin charge in e.
Geometry (Å):
C: -1.26713 -0.22072 -0.62181  0.003
C: 0.00435 -0.07146 0.17308  -0.461
C: 0.19308 1.19692 0.94707  -0.185
O: -0.37322 2.22822 0.68074  0.076
C: 1.26893 -0.70660 -0.23289  -0.086
O: 0.51329 -1.22058 0.84415  -0.011
H: -1.23176 0.38984 -1.52797  0.092
H: -1.40800 -1.26904 -0.89862  0.093
H: -2.12973 0.10531 -0.03302  0.090
H: 0.92994 1.11242 1.77496  0.142
H: 1.27885 -1.29212 -1.15114  0.124
H: 2.22140 -0.25218 0.04546  0.121

As for the total energy: -306.4412 a.u. As for the charge: 0. As for the gap between HOMO and LUMO: 11.0 eV. The SMILES is C[C@]1(C=O)CO1.



Entry 19:
C4H6O2 | ωB97M-V/def2-TZVPD

Last column: Löwdin charge in e.
Geometry (Å):
C: 2.65188 -0.62899 -0.67038  0.055
C: -0.65497 1.36568 -0.58304  -0.137
C: -0.74318 0.32516 0.50628  -0.308
C: -0.31559 -1.11849 0.21156  -0.030
O: 2.74219 -0.60526 0.47331  0.021
O: 0.21189 1.31451 0.44807  -0.031
H: -1.42503 2.00007 -0.69412  0.071
H: -0.25890 1.02018 -1.49009  0.100
H: -1.49934 0.35666 1.30260  0.139
H: -0.71594 -1.61811 1.04134  0.064
H: 0.70534 -1.03094 0.21843  -0.032
H: -0.69836 -1.38045 -0.76396  0.088

As for the total energy: -306.3961 a.u. As for the charge: 0. As for the gap between HOMO and LUMO: 11.5 eV.



Entry 20:
C4H6O2 | ωB97M-V/def2-TZVPD

Last column: Löwdin charge in e.
Geometry (Å):
O: 1.59377 1.40204 0.99053  0.023
C: 1.86314 0.75557 -0.00279  -0.282
C: 0.87541 0.05573 -0.83447  -0.015
C: -0.40984 0.15560 -0.50153  -0.330
C: -1.49829 0.60606 0.30575  -0.005
O: -1.61523 -0.26071 -0.88538  0.038
H: 2.91463 0.66116 -0.34311  0.115
H: 1.18559 -0.52552 -1.69679  0.111
H: -1.71941 0.10977 1.24770  0.112
H: -1.89082 1.60956 0.16867  0.122
H: -0.29096 -2.23282 0.85863  0.057
H: -1.00799 -2.33644 0.69278  0.054

As for the total energy: -306.3742 a.u. As for the charge: 0. As for the gap between HOMO and LUMO: 10.3 eV. The SMILES is O=C/C=C1\CO1.[H][H].